# 1
Molecular formula: C26H43BF4OPtSSi2
Method: DFT, ωB97M-V/def2-TZVPD

CARTESIAN COORDINATES (ANGSTROEM)
1 Pt 0.855 -0.327 -0.599
2 F 1.201 -0.015 -3.284
3 B 1.272 1.399 -3.165
4 F 0.359 2.014 -3.996
5 F 0.909 1.673 -1.765
6 F 2.554 1.842 -3.378
7 C 2.193 -4.208 -1.092
8 C 1.594 -3.322 0.011
9 C 0.381 -4.032 0.650
10 C 2.638 -3.002 1.057
11 C 1.027 -2.113 -0.641
12 H 2.679 -5.071 -0.636
13 H 2.941 -3.662 -1.668
14 H 1.426 -4.572 -1.778
15 H 0.705 -4.994 1.050
16 H -0.411 -4.219 -0.078
17 H -0.025 -3.436 1.469
18 H 2.865 -3.893 1.645
19 H 2.286 -2.219 1.720
20 H 3.557 -2.657 0.583
21 H 0.499 -2.361 -1.589
22 C 4.461 -0.066 -0.885
23 Si 3.839 0.590 0.760
24 C 4.587 -0.440 2.156
25 C 4.498 2.348 0.944
26 C 1.946 0.723 0.821
27 Si 0.991 0.782 2.457
28 C 1.428 -0.565 3.699
29 C 1.408 2.444 3.243
30 C -0.873 0.709 2.174
31 H 5.523 -0.311 -0.802
32 H 4.344 0.682 -1.672
33 H 3.930 -0.960 -1.217
34 H 5.648 -0.587 1.939
35 H 4.134 -1.419 2.279
36 H 4.519 0.077 3.115
37 H 5.589 2.352 0.981
38 H 4.131 2.834 1.849
39 H 4.192 2.953 0.087
40 H 1.696 1.619 0.228
41 H 2.429 -0.448 4.116
42 H 1.352 -1.569 3.286
43 H 0.714 -0.504 4.524
44 H 2.471 2.529 3.475
45 H 0.850 2.581 4.172
46 H 1.147 3.266 2.572
47 H -1.246 -0.315 2.257
48 H -1.164 1.082 1.190
49 H -1.383 1.315 2.927
50 O -1.478 0.207 -1.026
51 S -2.007 0.466 -2.413
52 C -2.932 -1.037 -2.870
53 C -3.924 -1.492 -1.849
54 C -5.290 -1.364 -2.085
55 C -6.211 -1.739 -1.118
56 C -5.773 -2.239 0.099
57 C -4.413 -2.375 0.340
58 C -3.492 -2.008 -0.629
59 C -3.394 1.592 -2.099
60 C -2.845 2.822 -1.434
61 C -3.250 3.149 -0.145
62 C -2.722 4.261 0.495
63 C -1.772 5.042 -0.146
64 C -1.357 4.714 -1.429
65 C -1.894 3.611 -2.076
66 H -2.145 -1.774 -3.045
67 H -3.394 -0.818 -3.836
68 H -5.635 -0.971 -3.035
69 H -7.271 -1.643 -1.317
70 H -6.489 -2.522 0.860
71 H -4.067 -2.765 1.288
72 H -2.431 -2.104 -0.435
73 H -4.101 1.074 -1.450
74 H -3.866 1.793 -3.064
75 H -3.973 2.522 0.364
76 H -3.050 4.513 1.495
77 H -1.347 5.902 0.357
78 H -0.600 5.306 -1.926
79 H -1.546 3.348 -3.066

Output
Strongest force on any atom (Eh/bohr): 0.0181
LUMO energy (hartree): -0.0289
HOMO level (eV): -8.74
E_tot (Eh): -2612.75363
Net charge: 0


# 2
Molecular formula: C26H43BrCdN6P2
Method: DFT, ωB97M-V/def2-TZVPD

CARTESIAN COORDINATES (ANGSTROEM)
1 N 9.336 4.515 0.814
2 C 8.619 4.715 1.918
3 C 7.249 4.422 1.974
4 C 6.628 3.850 0.845
5 C 7.415 3.627 -0.303
6 C 8.767 4.009 -0.278
7 C 5.209 3.469 0.891
8 Cd -1.360 0.317 0.794
9 P -2.951 -5.667 0.965
10 C 4.753 2.258 0.462
11 C 3.366 1.827 0.558
12 C 2.990 0.567 0.044
13 C 1.670 0.106 0.161
14 C 0.729 0.935 0.755
15 C 1.051 2.188 1.252
16 C 2.381 2.638 1.161
17 Br -3.575 -0.920 1.079
18 H 4.529 4.196 1.348
19 H 5.478 1.538 0.054
20 H 6.691 4.577 2.894
21 H 6.992 3.168 -1.196
22 H 9.125 5.123 2.795
23 H 9.385 3.874 -1.168
24 H 3.749 -0.045 -0.446
25 H 2.642 3.619 1.559
26 H 1.420 -0.881 -0.229
27 H 0.312 2.853 1.693
28 P -1.352 0.363 -1.794
29 C -1.997 -4.999 2.404
30 C -1.502 -6.115 3.323
31 H -2.692 -4.328 2.927
32 H -1.164 -4.399 2.013
33 H -1.326 -5.707 4.322
34 H -2.238 -6.922 3.406
35 H -0.559 -6.544 2.968
36 C -1.620 -5.584 -0.321
37 C -1.829 -6.568 -1.468
38 H -0.683 -5.799 0.212
39 H -1.583 -4.548 -0.684
40 H -0.874 -6.736 -1.977
41 H -2.197 -7.535 -1.109
42 H -2.535 -6.182 -2.209
43 C -3.947 -4.184 0.510
44 C -5.401 -4.318 0.953
45 H -3.867 -4.071 -0.581
46 H -3.484 -3.289 0.964
47 H -6.020 -3.632 0.367
48 H -5.760 -5.342 0.797
49 H -5.532 -4.057 2.010
50 C -3.066 0.688 -2.354
51 C -3.238 1.703 -3.482
52 H -3.622 0.987 -1.449
53 H -3.468 -0.295 -2.647
54 H -3.005 2.723 -3.153
55 H -2.618 1.458 -4.354
56 H -4.284 1.688 -3.808
57 C -0.902 -1.273 -2.475
58 C 0.444 -1.375 -3.199
59 H -1.732 -1.569 -3.137
60 H -0.923 -1.950 -1.602
61 H 0.371 -1.081 -4.254
62 H 1.229 -0.774 -2.723
63 H 0.765 -2.423 -3.179
64 C -0.234 1.626 -2.488
65 C -0.442 3.001 -1.828
66 H -0.382 1.673 -3.580
67 H 0.791 1.267 -2.298
68 H 0.528 3.505 -1.708
69 H -1.081 3.662 -2.431
70 H -0.905 2.919 -0.831
71 N -4.292 4.948 1.701
72 N -3.406 3.939 1.931
73 N -2.953 3.720 3.185
74 C -2.141 2.671 2.977
75 N -2.117 2.283 1.688
76 N -2.937 3.125 0.995
77 H -4.718 5.041 0.793
78 H -4.541 5.506 2.503
79 H -1.561 2.225 3.777

Output
Strongest force on any atom (Eh/bohr): 0.0828
LUMO energy (alpha / beta) (hartree): -0.2987 / -0.3314
HOMO level (alpha / beta) (eV): -12.47 / -12.56
E_tot (Eh): -4768.80789
Net charge: +2


# 3
Molecular formula: C26H43Cl2N2OPPb
Method: DFT, ωB97M-V/def2-TZVPD

CARTESIAN COORDINATES (ANGSTROEM)
1 P -0.220 -0.136 -0.974
2 C 0.764 -1.777 -1.161
3 C 1.426 -2.184 -2.484
4 C 1.901 -3.641 -2.431
5 C 2.734 -3.973 -1.184
6 C 2.131 -3.433 0.117
7 C 1.780 -1.947 -0.021
8 C 1.206 1.094 -0.999
9 C 2.344 0.821 -1.972
10 C 3.257 2.044 -2.060
11 C 3.754 2.497 -0.680
12 C 2.644 2.596 0.377
13 C 1.769 1.336 0.409
14 C -0.750 0.032 -2.771
15 C -1.767 -1.065 -3.116
16 C -2.153 -1.008 -4.600
17 C -2.667 0.374 -5.030
18 C -1.734 1.509 -4.586
19 C -1.317 1.414 -3.113
20 H -0.085 -2.454 -0.960
21 H 2.301 -1.551 -2.686
22 H 0.748 -2.063 -3.339
23 H 2.489 -3.859 -3.332
24 H 1.020 -4.295 -2.460
25 H 2.850 -5.059 -1.107
26 H 3.740 -3.548 -1.306
27 H 1.210 -3.980 0.364
28 H 2.828 -3.574 0.953
29 H 1.361 -1.584 0.926
30 H 2.703 -1.387 -0.245
31 H 0.672 2.005 -1.306
32 H 2.701 2.862 -2.540
33 H 1.978 0.569 -2.977
34 H 2.938 -0.029 -1.611
35 H 4.112 1.810 -2.707
36 H 4.251 3.470 -0.776
37 H 4.512 1.781 -0.329
38 H 3.079 2.776 1.368
39 H 1.995 3.454 0.147
40 H 0.953 1.458 1.135
41 H 2.384 0.479 0.726
42 H 0.168 -0.113 -3.360
43 H -1.383 -2.068 -2.879
44 H -2.664 -0.914 -2.496
45 H -1.271 -1.258 -5.208
46 H -2.914 -1.769 -4.806
47 H -3.673 0.539 -4.616
48 H -2.777 0.401 -6.121
49 H -2.218 2.478 -4.758
50 H -0.828 1.486 -5.208
51 H -0.593 2.212 -2.897
52 H -2.179 1.607 -2.460
53 Pb -2.458 0.222 1.362
54 Cl -1.552 2.390 0.038
55 Cl -1.331 -2.167 1.484
56 C -1.759 0.946 3.339
57 H -2.486 1.576 3.886
58 C -0.601 0.756 4.123
59 C -0.534 1.460 5.380
60 C 0.603 1.417 6.159
61 C 1.721 0.664 5.759
62 C 1.660 -0.090 4.575
63 C 0.523 -0.076 3.781
64 H -1.408 2.040 5.685
65 H 0.640 1.972 7.095
66 H 2.518 -0.699 4.278
67 H 0.429 -0.710 2.893
68 H 2.623 0.661 6.368
69 N -5.686 -0.447 4.978
70 C -5.236 0.572 4.178
71 N -5.573 1.819 4.645
72 O -4.602 0.379 3.131
73 H -5.939 -0.235 5.933
74 H -5.288 -1.355 4.789
75 H -5.431 2.580 3.998
76 H -6.349 1.890 5.289

Output
Strongest force on any atom (Eh/bohr): 0.0641
LUMO energy (hartree): -0.0931
HOMO level (eV): -7.16
E_tot (Eh): -2655.87734
Net charge: 0


What did the third record say?
Molecular formula: C26H43Cl2N2OPPb
Method: DFT, ωB97M-V/def2-TZVPD

CARTESIAN COORDINATES (ANGSTROEM)
1 P -0.220 -0.136 -0.974
2 C 0.764 -1.777 -1.161
3 C 1.426 -2.184 -2.484
4 C 1.901 -3.641 -2.431
5 C 2.734 -3.973 -1.184
6 C 2.131 -3.433 0.117
7 C 1.780 -1.947 -0.021
8 C 1.206 1.094 -0.999
9 C 2.344 0.821 -1.972
10 C 3.257 2.044 -2.060
11 C 3.754 2.497 -0.680
12 C 2.644 2.596 0.377
13 C 1.769 1.336 0.409
14 C -0.750 0.032 -2.771
15 C -1.767 -1.065 -3.116
16 C -2.153 -1.008 -4.600
17 C -2.667 0.374 -5.030
18 C -1.734 1.509 -4.586
19 C -1.317 1.414 -3.113
20 H -0.085 -2.454 -0.960
21 H 2.301 -1.551 -2.686
22 H 0.748 -2.063 -3.339
23 H 2.489 -3.859 -3.332
24 H 1.020 -4.295 -2.460
25 H 2.850 -5.059 -1.107
26 H 3.740 -3.548 -1.306
27 H 1.210 -3.980 0.364
28 H 2.828 -3.574 0.953
29 H 1.361 -1.584 0.926
30 H 2.703 -1.387 -0.245
31 H 0.672 2.005 -1.306
32 H 2.701 2.862 -2.540
33 H 1.978 0.569 -2.977
34 H 2.938 -0.029 -1.611
35 H 4.112 1.810 -2.707
36 H 4.251 3.470 -0.776
37 H 4.512 1.781 -0.329
38 H 3.079 2.776 1.368
39 H 1.995 3.454 0.147
40 H 0.953 1.458 1.135
41 H 2.384 0.479 0.726
42 H 0.168 -0.113 -3.360
43 H -1.383 -2.068 -2.879
44 H -2.664 -0.914 -2.496
45 H -1.271 -1.258 -5.208
46 H -2.914 -1.769 -4.806
47 H -3.673 0.539 -4.616
48 H -2.777 0.401 -6.121
49 H -2.218 2.478 -4.758
50 H -0.828 1.486 -5.208
51 H -0.593 2.212 -2.897
52 H -2.179 1.607 -2.460
53 Pb -2.458 0.222 1.362
54 Cl -1.552 2.390 0.038
55 Cl -1.331 -2.167 1.484
56 C -1.759 0.946 3.339
57 H -2.486 1.576 3.886
58 C -0.601 0.756 4.123
59 C -0.534 1.460 5.380
60 C 0.603 1.417 6.159
61 C 1.721 0.664 5.759
62 C 1.660 -0.090 4.575
63 C 0.523 -0.076 3.781
64 H -1.408 2.040 5.685
65 H 0.640 1.972 7.095
66 H 2.518 -0.699 4.278
67 H 0.429 -0.710 2.893
68 H 2.623 0.661 6.368
69 N -5.686 -0.447 4.978
70 C -5.236 0.572 4.178
71 N -5.573 1.819 4.645
72 O -4.602 0.379 3.131
73 H -5.939 -0.235 5.933
74 H -5.288 -1.355 4.789
75 H -5.431 2.580 3.998
76 H -6.349 1.890 5.289

Output
Strongest force on any atom (Eh/bohr): 0.0641
LUMO energy (hartree): -0.0931
HOMO level (eV): -7.16
E_tot (Eh): -2655.87734
Net charge: 0


Question: Which of these has the highest net charge?
Answer: C26H43BrCdN6P2